Below is a structure of composition C25H13BrCoN6O6S, with properties calculated with the ωB97M-V functional and the def2-TZVPD basis.

Structure (XYZ):
```
53
Properties=species:S:1:pos:R:3:forces:R:3:nbo_charge:R:1
Co -0.231 -0.488 0.627 0.0 0.1 -0.4 1.231
O 1.474 -2.836 -3.000 0.0 -0.1 0.0 -0.661
C 0.542 -2.424 -2.139 0.2 0.5 0.2 0.764
O -0.298 -1.605 -2.392 -0.2 -0.4 -0.2 -0.562
C 0.707 -3.055 -0.786 -0.1 -0.1 0.0 0.085
C 1.335 -4.279 -0.652 -0.1 0.0 -0.1 -0.185
C 1.372 -4.893 0.594 0.0 0.0 0.0 -0.129
C 0.776 -4.264 1.666 0.0 0.0 0.0 -0.177
C 0.191 -3.025 1.465 0.0 0.1 -0.1 0.125
N 0.155 -2.425 0.269 0.1 0.1 0.0 -0.427
C -0.457 -2.262 2.605 -0.2 0.0 -0.2 0.739
O -0.546 -2.744 3.702 0.1 -0.1 0.1 -0.556
O -0.938 -1.109 2.224 0.3 0.1 0.1 -0.678
H 1.308 -2.397 -3.849 0.0 0.0 0.0 0.514
H 1.771 -4.746 -1.522 0.0 0.0 0.0 0.257
H 1.861 -5.850 0.713 0.0 0.0 0.0 0.244
H 0.756 -4.679 2.664 0.0 0.0 0.0 0.270
S -5.334 4.715 -0.034 0.0 0.0 0.0 0.991
N -3.938 4.727 0.768 0.0 0.0 0.0 -0.577
C -3.386 3.539 0.594 0.0 0.0 0.0 0.105
C -2.115 3.110 1.147 0.0 0.0 0.0 -0.081
C -1.292 3.867 1.984 0.0 0.0 0.0 -0.086
C -0.125 3.306 2.454 0.0 0.0 0.0 -0.229
C 0.226 2.013 2.069 0.0 0.0 0.0 0.100
N -0.541 1.307 1.252 0.0 0.0 0.1 -0.402
C -1.701 1.826 0.819 0.0 0.0 0.0 0.257
C -2.509 0.927 0.022 0.0 0.0 0.0 0.178
N -1.998 -0.308 -0.146 -0.1 -0.1 0.1 -0.393
C -2.703 -1.206 -0.817 0.0 0.1 0.1 0.128
C -3.943 -0.898 -1.373 0.0 0.0 0.0 -0.232
C -4.467 0.365 -1.222 0.0 0.0 0.0 -0.083
C -3.740 1.310 -0.495 0.1 0.0 0.0 -0.069
C -4.171 2.666 -0.208 0.0 0.0 0.0 0.117
N -5.301 3.215 -0.622 0.0 0.0 0.0 -0.581
H -1.587 4.871 2.260 0.0 0.0 0.0 0.254
H 0.528 3.851 3.121 0.0 0.0 0.0 0.249
H 1.132 1.535 2.414 0.0 0.0 0.0 0.242
H -2.272 -2.187 -0.912 0.0 -0.1 0.0 0.228
H -4.480 -1.663 -1.915 0.0 0.0 0.0 0.248
H -5.429 0.633 -1.638 0.0 0.0 0.0 0.253
Br 6.949 1.382 0.458 0.0 0.0 0.0 0.114
C 5.369 1.213 -0.549 0.0 0.0 0.0 -0.145
C 5.370 1.536 -1.903 0.0 0.0 0.0 0.053
N 4.293 1.440 -2.674 0.0 0.0 0.0 -0.387
C 3.165 1.023 -2.114 0.0 0.0 0.0 0.082
C 3.073 0.678 -0.771 0.0 0.0 0.0 -0.227
C 4.202 0.767 0.037 0.0 0.0 0.0 -0.139
C 1.795 0.210 -0.219 0.1 -0.1 0.1 0.773
O 0.712 0.288 -0.872 0.1 0.0 0.0 -0.624
O 1.706 -0.311 0.941 -0.2 0.1 0.2 -0.654
H 6.281 1.884 -2.376 0.0 0.0 0.0 0.219
H 2.291 0.957 -2.753 0.0 0.0 0.0 0.216
H 4.161 0.491 1.082 0.0 0.0 0.0 0.250
```
Positions in Å, forces in eV/Å.

The value obtained for the LUMO energy is -3.76 eV. The value obtained for the energy above the lowest of the compared OMol25 structures with the same formula, charge and spin is 0.000 eV. The orbital gap is 0.2999 hartree. The value obtained for the HOMO energy is -0.4381 Ha. The total charge is +1.